No. 1
The following is a quantum chemistry calculation of a cluster of 3 separate species, C4H15NO3 in total, from the Open Molecules 2025 dataset.

XYZ file:
```
23
Properties=species:S:1:pos:R:3:mulliken_charge:R:1
C -0.59961 -0.27512 -1.10977 -0.430
N -0.32346 -0.25513 0.28834 0.097
C 0.96816 0.22131 0.78724 -0.461
O 1.16305 1.55672 0.55481 -0.454
C -2.08350 -0.11982 -1.43372 -0.544
C -2.43903 1.35185 -1.76286 -1.124
H -0.20127 -1.20282 -1.52531 0.363
H -0.04951 0.50589 -1.58445 0.425
H -1.17147 -0.12277 0.85141 0.337
H 0.99599 0.00555 1.81357 0.424
H 1.73238 -0.32820 0.24196 0.329
H 0.84926 2.11280 1.27714 0.361
H -2.35991 -0.74864 -2.27417 0.316
H -2.74115 -0.38638 -0.59857 0.337
H -2.11709 1.63811 -2.76001 0.345
H -1.89175 1.97537 -1.04979 0.300
H -3.48192 1.53335 -1.60926 0.366
H 6.13382 -1.72144 -0.74497 0.311
H 5.99648 -2.49706 -2.14017 0.320
O 6.30369 -2.52284 -1.23655 -0.631
H -2.12593 0.27563 4.41677 0.325
H -1.29182 -0.85896 5.11322 0.327
O -1.26541 -0.13742 4.48514 -0.640
```

The max |F| is 1.7 eV Å⁻¹. For the HOMO energy (spin up / spin down), the calculation gives -13.51 / -13.51 eV. As for the net charge: +1. The spin multiplicity is 2. The value obtained for the energy relative to the best compared isomer or geometry (same formula, charge and spin) is 22.70 kcal per mole. Its frontier orbital gap (spin up / spin down) is 0.384 / 0.205 Ha.


No. 2
The following is a quantum chemistry calculation of a cluster of 4 separate species, C4H15NO4S in total, from the Open Molecules 2025 dataset.

XYZ file:
```
25
Properties=species:S:1:pos:R:3:mulliken_charge:R:1
C -1.80988 2.01898 -0.58943 -1.005
N -1.32003 0.67157 -0.35083 -0.066
C -0.13872 0.41494 0.24879 0.299
O 0.36956 -0.71120 0.17022 -0.665
C 0.51188 1.49483 1.10857 -0.575
C 1.96494 1.14207 1.36060 -0.662
S 2.99289 2.61026 1.78602 -0.254
H -1.20133 2.49248 -1.36025 0.337
H -2.84734 2.04781 -0.91895 0.321
H -1.83890 2.67775 0.28337 0.326
H -1.96369 -0.08392 -0.53756 0.303
H -0.04056 1.57064 2.04664 0.275
H 0.46409 2.41146 0.52938 0.474
H 2.13822 0.32985 2.05860 0.435
H 2.35951 0.73570 0.43828 0.327
H 4.05930 2.05751 1.22064 0.131
O -1.37705 -1.75001 -2.86380 -0.626
H -1.14593 -2.23394 -2.06385 0.318
H -1.35822 -2.41431 -3.57201 0.309
O -1.48289 -2.54996 1.26516 -0.659
H -0.88500 -1.94575 0.78516 0.309
H -1.20529 -2.43948 2.17927 0.316
O 1.50476 -3.14156 -1.13217 -0.627
H 1.19975 -2.48951 -1.77710 0.313
H 1.04997 -2.91621 -0.31475 0.343
```

The max |F| is 1.2 eV Å⁻¹. For the HOMO energy, the calculation gives -9.32 eV. As for the SMILES: CNC(=O)CCS.O.O.O. The value obtained for the energy relative to the best compared isomer or geometry (same formula, charge and spin) is 5.44 kcal per mole. Its frontier orbital gap is 0.360 Ha.


No. 3
The following is a quantum chemistry calculation of a cluster of 4 separate species, C4H15NO5S in total, from the Open Molecules 2025 dataset.

XYZ file:
```
26
Properties=species:S:1:pos:R:3:mulliken_charge:R:1
O 1.85407 1.18727 0.91063 -0.730
C 0.86450 0.96926 0.19810 0.269
C -0.38801 1.70619 0.65215 -0.476
C -1.07611 0.84957 1.71207 -0.435
S -2.43848 -0.09799 1.09286 -0.247
N 1.08312 0.00865 -0.77127 0.011
C 0.06003 -0.34206 -1.71670 -0.489
O -0.58700 0.79690 -2.21493 -0.542
H -0.98600 2.13105 -0.17257 0.399
H 0.05466 2.61570 1.11057 0.299
H -0.45430 0.07582 2.16984 0.229
H -1.40596 1.55369 2.49558 0.322
H -3.08774 0.75953 0.31345 0.105
H 1.88075 -0.60294 -0.76398 0.323
H -0.75556 -0.91523 -1.24903 0.187
H 0.49971 -0.99586 -2.48322 0.434
H -0.03130 1.38675 -2.73911 0.356
O 2.41038 -0.97194 2.46311 -0.597
H 2.55070 -0.47412 1.63174 0.296
H 3.28977 -0.84192 2.85460 0.305
O -1.66986 -4.02657 0.36154 -0.626
H -0.81219 -3.57855 0.42026 0.305
H -2.02782 -3.59922 1.15495 0.313
O 1.91477 0.84999 -3.39525 -0.610
H 2.21545 1.49827 -4.04959 0.302
H 2.66582 0.87046 -2.79265 0.297
```

The max |F| is 3.2 eV Å⁻¹. For the HOMO energy, the calculation gives -9.10 eV. As for the SMILES: O=C(CCS)NCO.O.O.O. The value obtained for the energy relative to the best compared isomer or geometry (same formula, charge and spin) is 31.22 kcal per mole. Its frontier orbital gap is 0.341 Ha.


No. 4
The following is a quantum chemistry calculation of a cluster of 2 separate species, C4H15NSi2 in total, from the Open Molecules 2025 dataset.

XYZ file:
```
22
Properties=species:S:1:pos:R:3:mulliken_charge:R:1
C 2.04152 0.21333 -1.00262 -1.333
C 1.14806 -1.86221 0.12454 -1.471
C 0.26887 1.66116 1.02719 -1.118
C 1.42634 -0.43617 0.25221 0.587
N 0.17250 0.15339 0.76972 -0.309
Si -3.01642 0.08943 0.62584 0.463
Si -1.83891 -0.26577 -1.26593 0.184
H 2.34167 1.15210 -0.64985 0.439
H 2.93518 -0.30065 -1.34487 0.396
H 1.47569 0.50568 -1.82782 0.326
H 1.70774 -2.24910 -0.61936 0.451
H 0.12824 -2.02674 -0.25219 0.149
H 1.36049 -2.45273 0.92006 0.421
H 0.14995 1.91116 2.10943 0.303
H 1.22576 2.06164 0.78026 0.417
H -0.37628 2.22619 0.49345 0.384
H 2.06596 -0.41138 1.08869 0.273
H -3.23991 -1.16467 1.42435 -0.108
H -2.50017 0.99052 1.56348 -0.172
H -4.14193 0.92036 0.20677 -0.147
H -1.33280 -1.48477 -2.11107 -0.044
H -2.00154 0.76921 -2.31227 -0.092
```

The max |F| is 4.6 eV Å⁻¹. For the HOMO energy (spin up / spin down), the calculation gives -6.46 / -9.58 eV. The spin multiplicity is 3. The value obtained for the energy relative to the best compared isomer or geometry (same formula, charge and spin) is 37.88 kcal per mole. Its frontier orbital gap (spin up / spin down) is 0.272 / 0.310 Ha.


No. 5
The following is a quantum chemistry calculation of a cluster of 4 separate species, C4H16 in total, from the Open Molecules 2025 dataset.

XYZ file:
```
20
Properties=species:S:1:pos:R:3:mulliken_charge:R:1
C -1.27459 -0.21979 -5.86085 -0.570
H -1.48544 0.33091 -6.83986 0.403
H -1.75843 -1.10606 -5.39414 0.390
H -0.18460 -0.29488 -5.89211 0.377
H -1.95765 0.57634 -5.36762 0.400
C 2.73573 2.58415 1.27667 -0.905
H 3.12319 1.62205 1.62837 0.224
H 3.16715 2.94480 0.35411 0.223
H 1.66358 2.43645 1.15805 0.218
H 2.89905 3.24362 2.12437 0.240
C -2.63425 0.40333 3.89975 -0.889
H -2.24863 0.04027 2.94817 0.183
H -3.63246 0.05234 4.12450 0.244
H -1.90262 0.20132 4.68529 0.226
H -2.74872 1.49342 3.81932 0.236
C 1.24139 -2.86104 0.65758 -0.874
H 2.24688 -2.68099 1.04546 0.232
H 1.03864 -3.92255 0.72408 0.259
H 0.54100 -2.31558 1.28444 0.178
H 1.17079 -2.52812 -0.37558 0.205
```

The max |F| is 1.2 eV Å⁻¹. For the HOMO energy (spin up / spin down), the calculation gives -14.53 / -14.53 eV. As for the net charge: +1. The spin multiplicity is 2. Its frontier orbital gap (spin up / spin down) is 0.372 / 0.082 Ha.